Below is a structure of composition C45H47BaN5O4S2, with properties calculated with ωB97M-V/def2-TZVPD.

* HOMO-LUMO gap: 0.21915 Ha
* energy above the lowest of the compared OMol25 structures with the same formula, charge and spin: 0.398 eV
* spin multiplicity: 1
* total charge: -2
* max |F|: 0.008 hartree/bohr

CARTESIAN COORDINATES (ANGSTROEM)
1 Ba 0.708 -0.544 -0.852
2 S 2.309 1.939 0.395
3 S 4.739 3.534 0.091
4 O 2.278 -2.421 -1.178
5 O -0.554 1.383 -2.392
6 O -4.334 -2.527 -4.422
7 O -2.069 -0.086 -1.668
8 N -4.456 -2.592 -2.135
9 N -5.913 -1.287 -3.375
10 N -0.823 -3.114 -2.088
11 N 4.759 0.943 -0.330
12 N 4.222 -0.298 -0.636
13 C -2.049 -2.876 -2.535
14 C -3.655 3.959 -0.560
15 C -7.180 1.310 -0.293
16 C 9.663 2.911 1.718
17 C 5.600 -1.012 1.233
18 C -4.502 4.315 -1.606
19 C 0.687 -1.173 5.271
20 C 7.845 2.175 3.095
21 C 4.352 -5.380 -1.158
22 C -4.451 3.576 -2.779
23 C 7.401 2.943 0.849
24 C 8.766 3.175 0.692
25 C 4.718 -1.274 0.032
26 C 4.512 -2.686 -0.382
27 C 5.576 -3.570 -0.199
28 C -0.277 -1.142 1.856
29 C -3.009 -3.463 -0.431
30 C -6.321 -0.413 -2.335
31 C -3.172 -3.020 -1.736
32 C -5.417 5.507 -1.477
33 C -1.810 2.555 0.443
34 C -4.820 -2.142 -3.376
35 C 2.459 -2.102 3.771
36 C 5.529 -4.903 -0.580
37 C 6.466 3.193 -0.311
38 C 9.205 2.404 2.926
39 C -7.676 -0.143 -2.166
40 C -0.667 -3.533 -0.831
41 C 0.951 -2.090 4.068
42 C -8.097 0.716 -1.161
43 C 3.308 -3.162 -0.982
44 C -2.711 2.192 -1.878
45 C 3.979 1.900 0.006
46 C -5.833 1.042 -0.486
47 C -1.704 1.068 -2.009
48 C -5.394 0.205 -1.499
49 C -7.644 2.233 0.805
50 C -2.753 2.907 -0.677
51 C -1.733 -3.721 0.035
52 C 3.278 -4.538 -1.348
53 C 6.952 2.447 2.068
54 C -3.562 2.516 -2.930
55 C 0.495 -3.515 4.412
56 C -3.514 1.721 -4.209
57 C 0.231 -1.592 2.882
58 H 6.447 2.304 -0.947
59 H 1.249 -1.514 6.148
60 H 0.359 -3.668 -0.503
61 H -0.576 -3.529 4.623
62 H -5.042 -2.295 -1.371
63 H 10.721 3.098 1.573
64 H 9.130 3.566 -0.253
65 H 0.986 -0.152 5.034
66 H -6.847 2.416 1.524
67 H -1.966 3.200 1.308
68 H -9.156 0.914 -1.039
69 H -6.221 5.468 -2.213
70 H -8.399 -0.624 -2.816
71 H 1.032 -3.894 5.290
72 H 7.474 1.776 4.031
73 H 5.892 2.276 2.204
74 H -4.328 2.004 -4.879
75 H 6.826 4.038 -0.902
76 H -5.119 3.828 -3.598
77 H -6.307 -1.143 -4.290
78 H 2.676 -2.764 2.931
79 H 9.900 2.190 3.729
80 H -4.868 6.439 -1.633
81 H 6.570 -0.605 0.931
82 H -2.145 -2.513 -3.547
83 H 6.491 -3.194 0.247
84 H -4.325 0.062 -1.642
85 H -3.684 4.528 0.365
86 H -8.498 1.812 1.339
87 H -2.564 1.883 -4.723
88 H 6.383 -5.550 -0.429
89 H -5.090 1.518 0.143
90 H -5.864 5.557 -0.481
91 H 3.027 -2.442 4.645
92 H 4.277 -6.420 -1.461
93 H -1.925 1.515 0.761
94 H -1.553 -3.999 1.064
95 H -0.377 -1.166 5.517
96 H -0.773 2.676 0.119
97 H -3.588 0.650 -4.010
98 H 2.358 -4.893 -1.797
99 H 0.685 -4.184 3.571
100 H 2.793 -1.100 3.497
101 H -7.956 3.200 0.398
102 H -3.872 -3.548 0.222
103 H 5.749 -1.915 1.822
104 H 5.128 -0.255 1.860

Cartesian forces (eV/Å) of the 3 atoms listed first:
0.0 0.1 0.4
0.0 0.1 0.1
0.0 0.0 0.1

***

Below is the ion C2H9N4O with charge +1, with properties calculated with ωB97M-V/def2-TZVPD.

* SMILES string: C/[N+](O)=C(/N)NN
* HOMO-LUMO gap: 0.38042 Ha
* energy above the lowest of the compared OMol25 structures with the same formula, charge and spin: 6.265 eV
* spin multiplicity: 1
* total charge: +1
* max |F|: 0.137 hartree/bohr

CARTESIAN COORDINATES (ANGSTROEM)
1 O 1.635 -0.581 1.520
2 N 1.154 0.464 0.672
3 N -2.474 0.444 -0.729
4 N -1.237 0.483 -0.298
5 N -0.694 -1.361 1.163
6 C -0.459 -0.229 0.457
7 C 2.071 0.476 -0.444
8 H 2.826 1.161 -0.212
9 H 1.646 -0.223 2.440
10 H -2.880 -0.460 -0.870
11 H -0.605 1.325 -0.556
12 H -1.437 -1.965 0.961
13 H 1.698 1.006 -1.335
14 H 2.584 -0.508 -0.637
15 H 0.185 -1.683 1.638
16 H -2.623 1.194 -1.409

Cartesian forces (eV/Å) of the 3 atoms listed first:
0.8 1.0 0.9
-3.9 -2.5 1.3
-2.8 0.9 -0.6

***

Below is a cluster of 5 separate species, C4H17NO5S in total, with properties calculated with ωB97M-V/def2-TZVPD.

* HOMO-LUMO gap: 0.21107 Ha
* energy above the lowest of the compared OMol25 structures with the same formula, charge and spin: 1.845 eV
* spin multiplicity: 1
* total charge: -2
* max |F|: 0.091 hartree/bohr

CARTESIAN COORDINATES (ANGSTROEM)
1 S -1.129 -3.085 0.694
2 O -1.645 1.288 -1.676
3 O -1.498 2.067 0.802
4 O 1.160 -0.950 3.055
5 O -0.948 0.542 2.721
6 O -0.010 -0.600 -2.697
7 N 1.394 0.144 0.166
8 C 1.288 1.332 -0.715
9 C 0.942 -1.180 -1.936
10 C -0.651 -1.438 -0.054
11 C 0.857 -1.138 -0.360
12 H -2.422 0.809 -1.551
13 H 0.879 2.251 -0.381
14 H -1.042 -0.720 0.859
15 H 1.052 -2.268 -2.274
16 H 0.857 1.385 -1.709
17 H -0.808 2.626 0.731
18 H 1.846 -0.656 -2.145
19 H -0.615 -0.087 -2.156
20 H 2.408 1.752 -0.875
21 H -1.606 1.477 -0.672
22 H 1.574 -1.832 0.034
23 H -1.166 1.211 1.890
24 H -1.648 -0.106 2.734
25 H 0.781 -1.757 2.685
26 H -1.276 -1.358 -1.007
27 H 0.556 -0.186 2.860
28 H 0.868 0.477 0.976

Cartesian forces (eV/Å) of the 3 atoms listed first:
0.6 0.0 -0.3
1.2 0.9 0.4
-3.6 -3.0 0.5

***

Below is a structure of composition C32H59BHfN10S3Si, with properties calculated with ωB97M-V/def2-TZVPD.

* HOMO-LUMO gap: 0.27131 Ha
* energy above the lowest of the compared OMol25 structures with the same formula, charge and spin: 0.000 eV
* spin multiplicity: 1
* total charge: +2
* max |F|: 0.002 hartree/bohr

CARTESIAN COORDINATES (ANGSTROEM)
1 Hf -0.105 0.073 -0.120
2 S 0.877 -1.874 1.220
3 S -0.571 1.416 1.965
4 S 1.921 0.031 -1.636
5 Si -2.259 -1.382 -1.057
6 N 2.309 1.742 0.469
7 N 2.363 2.761 -1.483
8 N 3.427 -2.675 0.495
9 N -2.542 3.488 -3.718
10 N 1.921 0.700 2.877
11 N -2.577 5.688 -3.038
12 N -1.557 4.177 -1.692
13 N 3.287 -0.588 1.130
14 N -0.770 1.978 -0.988
15 N 0.365 0.586 4.417
16 C 1.251 2.687 -3.714
17 C -1.161 3.014 -1.364
18 C -2.400 -2.456 1.517
19 C 0.607 0.862 3.119
20 C -4.243 -1.437 -3.132
21 C -4.174 -3.245 -0.026
22 C -1.439 2.115 5.142
23 C 2.272 1.559 -0.875
24 C 4.601 -0.836 0.792
25 C -4.275 -0.938 0.940
26 C -2.234 4.424 -2.822
27 C 2.516 0.299 4.057
28 C 2.534 3.027 -2.959
29 C 2.376 3.104 0.695
30 C -3.345 -2.023 0.388
31 C 2.837 4.510 -3.151
32 C 2.501 -4.812 1.342
33 C -3.934 0.767 -2.043
34 C -1.404 -2.891 -1.828
35 C -3.207 -0.505 -2.489
36 C 3.099 -4.103 0.129
37 C -0.949 0.669 5.160
38 C -0.716 0.247 6.607
39 C 2.150 -4.090 -1.067
40 C 1.564 0.226 5.004
41 C 2.586 -1.718 0.931
42 C 4.689 -2.120 0.397
43 C 4.389 -4.814 -0.267
44 C 2.419 3.728 -0.497
45 C -1.950 -0.292 4.524
46 C -2.169 -0.139 -3.560
47 C 3.725 2.212 -3.461
48 B 2.852 0.803 1.632
49 H 3.542 1.141 -3.422
50 H -2.979 -2.867 2.351
51 H -3.117 5.974 -3.837
52 H -1.058 -3.567 -1.043
53 H 3.853 1.343 2.009
54 H -2.661 0.357 -4.407
55 H 5.545 -2.682 0.078
56 H 1.433 2.820 -4.781
57 H -3.812 -2.385 -3.455
58 H -1.697 -3.229 1.198
59 H -1.670 0.308 7.126
60 H 2.326 -5.856 1.084
61 H 1.552 -4.381 1.652
62 H -4.731 -3.622 0.838
63 H 5.360 -0.081 0.885
64 H -0.696 2.778 5.587
65 H -4.737 -1.283 1.870
66 H -5.085 -0.707 0.248
67 H -2.093 -3.453 -2.462
68 H 2.438 3.507 1.690
69 H -2.350 2.182 5.736
70 H 4.618 2.443 -2.879
71 H 0.451 3.369 -3.425
72 H -4.673 -0.958 -4.018
73 H 1.646 -0.040 6.039
74 H -4.347 1.286 -2.918
75 H -0.021 0.909 7.124
76 H 1.201 -3.620 -0.824
77 H 3.755 4.811 -2.646
78 H 2.013 5.145 -2.820
79 H -1.385 0.527 -3.174
80 H 0.933 1.660 -3.551
81 H -1.669 2.464 4.139
82 H 3.573 0.110 4.120
83 H 2.976 4.686 -4.217
84 H -2.387 2.512 -3.516
85 H 4.846 -4.375 -1.154
86 H -3.545 -4.061 -0.387
87 H -1.667 -1.019 -3.966
88 H -1.541 -1.303 4.488
89 H -4.776 0.548 -1.390
90 H 3.195 -4.783 2.183
91 H 5.113 -4.838 0.548
92 H 1.951 -5.116 -1.375
93 H -5.067 -1.652 -2.452
94 H -2.341 6.375 -2.341
95 H 2.510 4.774 -0.717
96 H -3.093 3.706 -4.532
97 H -4.902 -3.012 -0.802
98 H 2.605 -3.565 -1.909
99 H 3.920 2.479 -4.499
100 H -3.741 -0.007 1.163
101 H -0.367 -0.784 6.683
102 H 4.135 -5.845 -0.509
103 H -2.236 0.011 3.520
104 H -3.283 1.460 -1.503
105 H -0.537 -2.631 -2.442
106 H -1.828 -1.610 1.915
107 H -2.851 -0.312 5.138

Cartesian forces (eV/Å) of the 3 atoms listed first:
0.0 0.0 0.1
0.0 0.0 0.0
0.0 0.0 0.0